# C19H28N2O4S

The molecule C19H28N2O4S (wB97M-V/def2-TZVPD, OMol25).

Element x y z (Å)
C -0.576 5.639 5.630
C -0.145 4.957 4.335
C -1.265 5.014 3.298
C 0.262 3.506 4.632
N 0.769 2.819 3.468
C 2.082 2.685 3.216
O 2.965 3.010 3.979
C 2.402 2.033 1.871
O 1.258 1.994 1.026
C 1.283 1.094 0.027
O 2.211 0.335 -0.152
C 0.081 1.113 -0.811
C -1.001 1.943 -0.520
C -2.128 1.929 -1.312
C -2.180 1.075 -2.406
C -1.116 0.253 -2.716
C 0.036 0.262 -1.931
S 1.441 -0.724 -2.277
C 1.018 -1.493 -3.888
C -0.051 -2.573 -3.806
O -0.970 -2.629 -4.598
N 0.129 -3.435 -2.792
C -0.723 -4.578 -2.571
C -0.056 -5.900 -2.977
C -1.067 -7.037 -2.857
C 1.173 -6.183 -2.116
H -0.838 6.678 5.443
H 0.228 5.615 6.361
H -1.443 5.137 6.053
H 0.733 5.476 3.936
H -1.579 6.043 3.141
H -0.934 4.616 2.341
H -2.128 4.443 3.637
H 1.063 3.496 5.374
H -0.596 2.951 5.022
H 0.118 2.567 2.742
H 3.204 2.602 1.388
H 2.776 1.016 2.040
H -0.938 2.598 0.335
H -2.963 2.572 -1.082
H -3.062 1.048 -3.028
H -1.202 -0.401 -3.567
H 1.958 -1.948 -4.206
H 0.738 -0.729 -4.612
H 0.917 -3.300 -2.177
H -1.008 -4.614 -1.515
H -1.618 -4.418 -3.177
H 0.256 -5.813 -4.023
H -1.405 -7.137 -1.827
H -1.933 -6.849 -3.487
H -0.618 -7.978 -3.164
H 1.933 -5.417 -2.250
H 0.899 -6.221 -1.063
H 1.610 -7.141 -2.389

Output
DFT total energy: -1549.52325 a.u.
HOMO energy: -8.5087 eV
charge: 0
orbital gap: 8.7 eV
SMILES: CC(C)CNC(=O)COC(=O)c1ccccc1SCC(=O)NCC(C)C
ΔE to the lowest compared entry with this formula, charge and spin: 0.0 kcal/mol

# C19H28N2Sn

C19H28N2Sn as an isolated structure (wB97M-V/def2-TZVPD, OMol25).

Element x y z (Å)
C -1.191 0.482 -3.856
C 0.110 0.472 -4.353
C 0.857 1.375 -3.617
C 0.052 2.000 -2.633
C -1.276 1.387 -2.805
Sn 1.445 0.113 -1.275
N -0.870 -2.655 -2.051
C -1.048 -3.810 -2.887
C 0.445 -3.188 -2.768
H 1.973 1.643 -3.808
H 0.436 -0.107 -5.272
H 0.269 2.888 -2.059
H -2.173 1.631 -2.247
H -2.072 -0.080 -4.299
H 0.785 -2.507 -3.519
H -1.352 -3.737 -3.865
H -1.708 -2.030 -2.172
H 0.936 -3.393 -1.865
H -1.251 -4.734 -2.444
C 2.901 2.293 3.418
C 1.661 2.137 2.568
C 0.874 3.264 2.233
C -0.291 3.109 1.448
C -1.124 4.295 1.028
C -0.706 1.834 1.101
C 0.031 0.669 1.477
C 1.259 0.876 2.161
N -0.328 -0.494 0.842
C -0.399 -1.823 1.525
C 0.831 -2.673 1.203
C -0.567 -1.662 3.025
C -1.600 -2.560 0.915
H 3.515 3.149 3.116
H 2.633 2.434 4.475
H 3.515 1.385 3.354
H 1.175 4.250 2.559
H -1.776 4.629 1.849
H -0.505 5.149 0.729
H -1.773 4.029 0.183
H -1.560 1.680 0.433
H 1.978 0.038 2.243
H 1.771 -2.170 1.462
H 0.781 -3.598 1.800
H 0.841 -2.976 0.151
H -1.398 -0.977 3.201
H -0.756 -2.625 3.517
H 0.342 -1.222 3.445
H -1.751 -3.525 1.425
H -2.508 -1.965 1.076
H -1.433 -2.701 -0.166

Output
DFT total energy: -1064.34459 a.u.
HOMO energy (spin up / spin down): -6.7513 / -6.7487 eV
charge: 0
orbital gap (spin up / spin down): 5.3 / 5.3 eV
ΔE to the lowest compared entry with this formula, charge and spin: 9.4 kcal/mol

# C19H28N3O8

A 4-piece molecular cluster, C19H28N3O8 overall (wB97M-V/def2-TZVPD, OMol25).

Element x y z (Å)
C 2.070 -1.112 -2.185
C 2.992 -1.958 -3.155
O 4.124 -1.544 -3.318
N 2.534 -3.179 -3.878
C 2.666 -2.951 -5.341
C 1.427 -2.485 -6.232
O 3.715 -3.078 -5.937
N 3.195 -4.311 -3.468
C 2.604 -5.504 -2.921
C 3.669 -6.441 -2.581
N 4.912 -5.827 -2.951
C 4.551 -4.598 -3.434
H 1.107 -1.659 -1.964
H 2.601 -0.881 -1.210
H 1.875 -0.102 -2.660
H 0.568 -2.098 -5.621
H 1.142 -3.412 -6.821
H 1.860 -1.689 -6.913
H 1.511 -5.718 -2.758
H 3.582 -7.451 -2.115
H 5.860 -6.194 -2.872
H 5.310 -3.858 -3.808
O -0.828 -0.131 -1.332
C -0.542 1.016 -1.112
O 0.688 1.420 -0.695
C 0.660 2.831 -0.422
C -0.509 3.367 -1.218
C -1.474 2.196 -1.206
H 0.531 2.974 0.654
H 1.605 3.282 -0.727
H -0.927 4.285 -0.803
H -0.196 3.574 -2.245
H -2.120 2.210 -0.326
H -2.068 2.155 -2.118
O -2.212 2.970 2.337
C -3.374 2.659 2.305
O -3.931 1.941 1.299
C -5.348 1.838 1.512
C -5.543 2.070 2.995
C -4.419 3.035 3.323
H -5.848 2.596 0.903
H -5.694 0.852 1.204
H -6.534 2.449 3.245
H -5.393 1.135 3.540
H -4.714 4.074 3.163
H -4.048 2.891 4.336
O -2.436 0.478 4.619
C -1.406 0.930 5.043
O -0.959 0.734 6.311
C 0.237 1.498 6.520
C 0.800 1.744 5.137
C -0.454 1.821 4.286
H -0.028 2.427 7.032
H 0.926 0.934 7.149
H 1.427 2.634 5.079
H 1.404 0.887 4.824
H -0.864 2.831 4.254
H -0.282 1.445 3.280

Output
DFT total energy: -1506.69933 a.u.
HOMO energy: -11.5474 eV
charge: +1
orbital gap: 8.3 eV

# C19H28NO11W

C19H28NO11W as an isolated structure (wB97M-V/def2-TZVPD, OMol25).

Element x y z (Å)
W 0.242 -0.814 -0.643
C 3.168 -0.773 -1.309
C 3.173 -0.439 0.180
O 1.865 -0.129 0.671
C 1.444 1.205 0.400
C 1.587 1.682 -1.039
O 0.820 0.926 -2.050
C -0.235 1.885 -2.414
C -1.340 1.877 -1.331
O -1.477 0.590 -0.692
C -2.359 -0.289 -1.375
C -1.921 -0.458 -2.817
O -0.464 -0.488 -2.859
C -0.106 -1.877 -3.147
C -0.458 -3.016 -2.077
O 0.129 -3.046 -0.747
C 1.405 -3.644 -0.668
C 2.346 -2.921 -1.593
O 1.969 -1.510 -1.608
H 4.090 -1.303 -1.576
H 3.202 0.079 -1.980
H 3.888 0.355 0.418
H 3.489 -1.330 0.732
H 2.019 1.877 1.048
H 0.427 1.277 0.732
H 2.630 1.733 -1.354
H 1.315 2.744 -1.021
H -0.612 1.646 -3.410
H 0.161 2.896 -2.569
H -2.296 2.234 -1.727
H -1.060 2.577 -0.538
H -3.390 0.078 -1.314
H -2.328 -1.240 -0.840
H -2.258 0.391 -3.419
H -2.400 -1.331 -3.273
H 0.931 -1.881 -3.471
H -0.630 -2.156 -4.072
H -0.257 -3.987 -2.549
H -1.536 -3.000 -1.905
H 1.355 -4.716 -0.887
H 1.740 -3.534 0.366
H 2.266 -3.303 -2.616
H 3.372 -3.122 -1.269
O 0.500 -1.846 0.728
O 1.483 0.452 2.263
C 0.242 0.528 2.067
O -0.413 0.106 1.033
C -0.574 1.180 3.160
C 0.045 1.666 4.320
C -0.695 2.269 5.334
C -2.074 2.397 5.203
C -2.701 1.916 4.051
C -1.963 1.313 3.034
N -4.154 2.053 3.915
O -4.764 2.589 4.837
O -4.689 1.628 2.895
H 1.123 1.565 4.421
H -0.191 2.635 6.221
H -2.640 2.868 5.999
H -2.442 0.936 2.134

Output
DFT total energy: -1689.35126 a.u.
HOMO energy (spin up / spin down): -9.1237 / -9.0467 eV
charge: +1
orbital gap (spin up / spin down): 6.7 / 6.6 eV
ΔE to the lowest compared entry with this formula, charge and spin: 366.2 kcal/mol

# C19H28NO5Sn

C19H28NO5Sn as an isolated structure (wB97M-V/def2-TZVPD, OMol25).

Element x y z (Å)
O -2.240 -1.261 -0.613
C -3.389 -1.560 0.239
C -3.786 -2.754 -0.628
H -4.134 -0.757 0.238
H -3.064 -1.821 1.250
C -2.583 -2.357 -1.499
H -4.768 -2.652 -1.076
H -3.732 -3.715 -0.122
C -2.928 -1.794 -2.860
H -3.646 -0.969 -2.769
H -3.354 -2.545 -3.548
H -2.012 -1.416 -3.325
C -1.456 -3.356 -1.530
H -1.283 -3.788 -0.532
H -0.541 -2.857 -1.871
H -1.666 -4.186 -2.231
Sn -1.062 0.814 0.936
C 2.008 -0.873 1.245
C 1.337 -0.150 2.216
C -0.010 -0.732 2.365
H 1.772 0.564 2.913
C -0.039 -1.878 1.462
C 1.186 -1.941 0.791
H 1.507 -2.711 0.086
H 3.054 -0.755 0.939
H -0.627 -0.628 3.261
H -0.798 -2.657 1.467
C 1.534 1.851 -1.119
C 1.762 0.475 -1.603
C 0.602 -0.044 -2.122
H 2.710 -0.034 -1.482
C -0.431 0.965 -2.074
C 0.078 2.109 -1.501
H -0.356 3.091 -1.363
H 2.247 2.545 -1.626
H 0.499 -1.038 -2.562
H -1.439 0.817 -2.475
O -6.724 -2.408 -0.475
C -7.014 -3.557 -1.322
C -8.533 -3.885 -1.296
H -6.429 -4.425 -0.946
H -6.643 -3.348 -2.350
C -9.066 -3.067 -0.124
H -8.672 -4.967 -1.152
H -8.984 -3.544 -2.244
C -7.990 -1.957 0.064
H -9.099 -3.703 0.777
H -10.048 -2.631 -0.349
H -7.864 -1.642 1.114
H -8.299 -1.067 -0.516
O 3.260 1.870 1.829
N 2.998 1.741 0.656
O 3.730 1.483 -0.277
O 1.584 1.985 0.307

Output
DFT total energy: -1385.49381 a.u.
HOMO energy: -11.3991 eV
charge: +1
orbital gap: 7.0 eV
ΔE to the lowest compared entry with this formula, charge and spin: 0.0 kcal/mol

# C19H29AlBeBr2CsN3O13PS

C19H29AlBeBr2CsN3O13PS as an isolated structure (wB97M-V/def2-TZVPD, OMol25).

Element x y z (Å)
C -2.970 1.691 -2.016
C -1.990 0.896 -1.113
O -0.885 1.313 -0.964
O -2.509 -0.207 -0.529
C -2.362 -0.163 0.938
C -1.728 -1.533 1.371
C -0.669 -1.470 2.531
C 0.616 -0.639 2.236
C 1.746 -1.382 1.441
C 1.518 -1.113 -0.088
C 2.710 -1.450 -1.010
O 3.634 -0.728 -1.152
O 1.985 -2.747 1.835
C 1.251 -3.725 1.198
S 0.819 -4.949 2.576
C 2.028 -4.563 0.095
P 0.825 -4.912 -1.255
O -0.453 -5.459 -0.655
O 0.423 -3.618 -2.144
O 1.397 -6.028 -2.295
C 3.080 -0.620 1.811
O 3.309 -0.912 3.186
O 2.900 0.789 1.655
C 4.143 1.471 1.522
N 4.357 2.133 0.149
C 4.169 3.429 0.259
O 4.178 4.620 0.316
H -3.317 1.072 -2.868
H -2.456 2.639 -2.329
H -3.870 1.890 -1.393
H -1.797 0.718 1.279
H -3.392 -0.044 1.334
H -2.579 -2.150 1.739
H -1.368 -2.023 0.444
H -0.455 -2.506 2.875
H -1.198 -0.953 3.453
H 0.294 0.238 1.632
H 0.957 -0.207 3.202
H 0.564 -1.570 -0.434
H 1.351 -0.019 -0.189
H 2.749 -2.399 -1.613
H 0.262 -3.414 0.812
H 0.604 -6.173 1.988
H 2.284 -5.563 0.510
H 2.983 -4.122 -0.240
H 0.937 -3.556 -2.969
H 0.681 -6.166 -2.947
H 3.968 -1.007 1.274
H 3.992 -0.331 3.543
H 4.194 2.376 2.266
H 5.037 0.783 1.810
N -4.345 4.427 -3.629
C -5.024 5.578 -3.616
C -5.134 6.415 -4.718
C -4.501 6.044 -5.895
C -3.786 4.854 -5.930
C -3.747 4.091 -4.777
H -5.498 5.828 -2.674
H -5.700 7.334 -4.654
H -4.562 6.673 -6.774
H -3.276 4.531 -6.827
H -3.204 3.142 -4.755
Cs 5.154 3.391 2.843
N 0.930 1.742 6.243
O 0.157 2.177 7.080
O 0.647 0.693 5.632
O 1.984 2.331 5.992
Be -1.715 -6.824 -0.864
Br 2.953 -5.028 3.634
Br -1.694 0.936 3.662
Al -1.585 4.029 -3.048

Output
DFT total energy: -8047.11829 a.u.
HOMO energy: -12.8590 eV
charge: +3
orbital gap: 1.6 eV
ΔE to the lowest compared entry with this formula, charge and spin: 0.0 kcal/mol

# C19H29Br3ClN2O4PS

C19H29Br3ClN2O4PS as an isolated structure (wB97M-V/def2-TZVPD, OMol25).

Element x y z (Å)
N 2.242 -1.349 2.326
C 1.335 -2.502 2.339
C -0.120 -2.036 2.577
C -0.951 -2.120 1.289
C -1.035 -0.804 0.495
C 0.132 -0.629 -0.449
O 0.040 -1.778 -1.369
C -0.192 -1.327 -2.628
O -0.909 -1.813 -3.426
C 0.680 -0.094 -2.706
S 0.596 0.787 -4.269
P 2.483 -0.770 -2.703
O 2.895 -0.986 -1.137
Cl 2.226 -2.716 -3.332
C 0.181 0.605 -1.402
C 1.192 1.763 -1.147
C 1.874 1.876 0.203
C 3.255 2.136 0.219
C 3.963 2.306 1.406
C 3.293 2.235 2.621
C 1.924 1.962 2.632
C 1.232 1.788 1.437
C -1.223 1.177 -1.668
C -1.758 2.199 -0.650
O -2.024 3.396 -1.398
C -3.063 1.743 0.085
N -4.014 2.865 0.248
H 2.126 -0.829 3.184
H 3.207 -1.640 2.233
H 1.613 -3.252 3.085
H 1.404 -3.006 1.378
H -0.154 -1.052 3.040
H -0.548 -2.758 3.272
H -0.593 -2.945 0.688
H -1.980 -2.364 1.552
H -1.086 -0.008 1.234
H -1.999 -0.792 -0.007
H 1.010 -0.755 0.180
H 1.768 1.430 -4.167
H 2.871 -0.163 -0.623
H 1.993 1.734 -1.881
H 0.694 2.716 -1.321
H 3.797 2.208 -0.716
H 5.023 2.511 1.394
H 3.807 2.389 3.558
H 1.394 1.909 3.571
H 0.172 1.592 1.493
H -1.221 1.702 -2.618
H -1.956 0.378 -1.768
H -1.028 2.480 0.106
H -1.640 4.149 -0.946
H -2.752 1.453 1.090
H -3.545 0.907 -0.409
H -4.886 2.490 0.606
H -3.659 3.436 1.008
C -3.637 -4.345 -1.679
Br -4.453 -2.946 -0.631
Br -1.725 -4.342 -1.526
Br -4.398 -6.065 -1.260
H -3.872 -4.136 -2.713

Output
DFT total energy: -10073.63340 a.u.
HOMO energy: -8.9122 eV
charge: 0
orbital gap: 9.1 eV

# C19H29N3O4

The molecule C19H29N3O4 (wB97M-V/def2-TZVPD, OMol25).

Element x y z (Å)
C -6.094 -2.742 -0.955
C -7.567 -2.359 -0.873
C -7.796 -0.850 -0.772
C -7.345 -0.238 0.554
O -5.928 -0.204 0.699
C -5.279 0.780 0.062
O -5.832 1.642 -0.579
C -3.810 0.686 0.233
C -3.218 -0.302 1.017
C -1.846 -0.362 1.131
C -1.041 0.564 0.465
N 0.337 0.450 0.604
C 1.331 1.180 0.059
O 1.245 2.139 -0.684
C 2.689 0.621 0.498
O 2.764 -0.360 1.223
N 3.711 1.327 0.013
C 5.088 0.945 0.184
C 5.605 0.147 -1.044
N 6.751 -0.695 -0.825
C 7.886 -0.023 -0.220
C 9.210 -0.692 -0.581
C 6.475 -2.042 -0.365
C 5.905 -2.212 1.049
C -1.630 1.559 -0.314
C -3.004 1.614 -0.424
H -5.617 -2.242 -1.795
H -5.569 -2.460 -0.047
H -5.991 -3.817 -1.093
H -8.078 -2.722 -1.767
H -8.023 -2.849 -0.010
H -7.275 -0.340 -1.585
H -8.863 -0.644 -0.878
H -7.727 0.787 0.627
H -7.704 -0.829 1.399
H -3.838 -1.017 1.533
H -1.383 -1.128 1.737
H 0.685 -0.309 1.190
H 3.469 2.081 -0.620
H 5.134 0.321 1.076
H 5.691 1.841 0.342
H 5.853 0.860 -1.840
H 4.791 -0.488 -1.402
H 7.897 0.995 -0.619
H 7.803 0.050 0.876
H 9.250 -0.877 -1.651
H 10.035 -0.040 -0.305
H 9.336 -1.636 -0.058
H 5.775 -2.485 -1.081
H 7.410 -2.600 -0.439
H 4.892 -1.825 1.122
H 5.877 -3.271 1.295
H 6.533 -1.712 1.784
H -1.007 2.275 -0.824
H -3.478 2.375 -1.024

Output
DFT total energy: -1206.68066 a.u.
HOMO energy: -8.2508 eV
charge: 0
orbital gap: 8.4 eV
SMILES: CCCCOC(=O)c1ccc(NC(=O)C(=O)NCCN(CC)CC)cc1
ΔE to the lowest compared entry with this formula, charge and spin: 21.8 kcal/mol

Q: Which value of DFT total energy does entry 3 give?
A: -1506.69933 a.u.